No. 1
14
Properties=species:S:1:pos:R:3:forces:R:3 method="wB97M-V/def2-TZVPD" lumo_energy_ev=0.8 e_above_lowest_kj_mol=9.8 spin_multiplicity=1 smiles="CC1=CNC(=O)C1" homo_lumo_gap_ev=9.18 energy_ha=-324.72073 homo_ev=-8.349
C -1.88279 0.62339 -0.30347 -0.18 0.04 -0.02
C -0.45655 0.25964 -0.06255 0.10 0.17 0.02
C 0.55655 1.07385 0.23501 -0.24 -0.02 -0.06
N 1.75060 0.36304 0.43801 0.22 -0.12 -0.06
C 1.54156 -1.00325 0.32187 0.10 -0.06 -0.07
O 2.34957 -1.88402 0.51794 -0.16 0.39 -0.13
C 0.08735 -1.14130 -0.13801 -0.01 -0.10 -0.04
H -2.08108 0.84954 -1.35747 0.03 -0.07 0.09
H -2.17522 1.49705 0.28573 0.04 -0.07 -0.10
H -2.54106 -0.20308 -0.02135 0.03 0.10 0.00
H 0.55379 2.14956 0.35887 -0.04 -0.12 -0.01
H 2.65543 0.80757 0.47421 -0.08 -0.32 0.20
H -0.47485 -1.89136 0.42916 0.20 0.16 0.04
H 0.11670 -1.50063 -1.17796 0.00 0.02 0.15

=====

No. 2
14
Properties=species:S:1:pos:R:3:forces:R:3 method="wB97M-V/def2-TZVPD" lumo_energy_ev=1.0 e_above_lowest_kj_mol=259.1 spin_multiplicity=1 smiles=Cc1occc1N homo_lumo_gap_ev=8.43 energy_ha=-324.62577 homo_ev=-7.425
C -1.71220 -0.89930 -0.11316 0.44 0.15 1.27
C -0.26127 -0.66929 0.02286 1.16 -0.10 -1.16
O 0.71508 -1.59075 0.21558 0.11 0.01 -0.19
C 1.87303 -0.90000 0.21756 0.65 0.13 -0.01
C 1.67928 0.42420 -0.00558 0.21 -0.15 0.13
C 0.26908 0.59219 -0.09360 0.14 -0.55 -0.04
N -0.45016 1.75953 -0.35022 -0.07 0.04 -0.21
H -2.07181 -0.68405 -1.15784 -0.06 0.66 1.47
H -2.22738 -1.76665 0.28071 0.64 -0.51 -0.10
H -1.50990 -0.27552 0.85701 -3.37 0.60 -1.34
H 2.75706 -1.46976 0.42926 0.11 -0.06 -0.04
H 2.44186 1.18378 -0.09681 -0.04 -0.10 0.10
H -0.05594 2.62478 -0.00756 -0.09 -0.26 0.08
H -1.44673 1.67082 -0.19821 0.19 0.15 0.04

=====

No. 3
14
Properties=species:S:1:pos:R:3:forces:R:3 method="wB97M-V/def2-TZVPD" lumo_energy_ev=0.6 e_above_lowest_kj_mol=429.2 spin_multiplicity=1 homo_lumo_gap_ev=9.61 energy_ha=-324.56099 homo_ev=-9.046
O -0.29306 1.69840 -0.96828 0.06 -0.02 0.47
C -0.14080 0.44398 -0.34725 0.10 -0.52 0.54
C 1.14899 -0.28388 -0.84153 0.08 -0.07 -0.10
C 1.61243 -1.06782 0.30557 -0.58 0.16 0.65
N 1.26918 -1.26670 1.40698 2.54 -1.59 -0.49
C -1.37263 -0.37946 -0.14196 -0.02 -0.15 0.11
C -0.60999 0.14296 1.06133 0.00 -0.39 0.92
H 0.02846 2.38374 -0.36901 -0.02 -0.09 -0.08
H 0.97021 -0.92969 -1.70536 -0.04 0.10 0.07
H 1.90094 0.45482 -1.13497 -0.12 -0.06 0.06
H -2.33531 0.06583 -0.40073 0.28 -0.05 0.10
H -1.29798 -1.43917 -0.39082 0.03 0.17 0.12
H 0.16717 -0.80215 1.92357 -2.19 2.58 -2.25
H -1.04763 0.97914 1.60248 -0.12 -0.09 -0.12

=====

No. 4
14
Properties=species:S:1:pos:R:3:forces:R:3 method="wB97M-V/def2-TZVPD" lumo_energy_ev=1.0 e_above_lowest_kj_mol=248.0 spin_multiplicity=1 homo_lumo_gap_ev=10.36 energy_ha=-324.63001 homo_ev=-9.404
C 0.94203 -1.18214 -1.15172 0.03 -0.08 0.01
C 0.49453 -0.20393 -0.11738 0.01 -0.12 -0.43
N 0.76973 -0.35290 1.29431 -0.08 0.23 0.06
C -0.62417 -0.28596 0.94323 -0.34 -0.14 -0.01
C -1.07593 1.18399 0.75704 0.16 0.13 -0.10
C -0.18987 1.06200 -0.46475 0.14 0.18 -0.71
O -0.56674 1.44431 -1.55079 1.02 0.11 -0.11
H 0.28297 -1.09955 -2.02222 0.13 -0.06 0.12
H 0.91208 -2.19830 -0.75277 0.02 0.09 -0.06
H 1.96450 -0.96550 -1.47936 -0.14 -0.04 0.08
H 1.12601 0.48399 1.74876 -0.13 0.02 -0.07
H -1.23052 -1.17730 1.05923 -0.03 0.21 0.07
H -0.88085 1.82044 1.62748 -0.09 -0.03 -0.41
H -1.92377 1.47086 0.10894 -0.71 -0.48 1.57

=====

No. 5
14
Properties=species:S:1:pos:R:3:forces:R:3 method="wB97M-V/def2-TZVPD" lumo_energy_ev=0.3 e_above_lowest_kj_mol=624.7 spin_multiplicity=1 homo_lumo_gap_ev=7.85 energy_ha=-324.48654 homo_ev=-7.579
O -3.02641 -0.34602 0.36093 0.66 0.67 -0.09
C -2.25332 0.58096 0.25218 0.01 -0.27 -0.05
N -0.90575 0.44098 -0.05047 -0.12 0.08 0.07
C -0.28992 -0.79294 -0.19997 -0.26 -0.14 0.32
C 1.13757 -0.82900 -0.52873 -0.06 -0.23 -0.04
C 1.92029 0.33318 -0.32364 0.05 0.58 0.06
C 2.50139 1.39050 -0.16517 -0.04 -0.46 0.21
H -2.53204 1.64980 0.36907 -0.03 -0.37 -0.01
H -0.28139 1.24852 -0.04676 -0.29 -0.24 0.02
H -0.91986 -1.58236 -0.60517 0.15 0.18 0.11
H -0.46172 -1.37430 1.27340 0.24 0.23 -0.60
H 0.52514 -1.31961 0.73698 0.06 0.06 0.04
H 1.46784 -1.62369 -1.19233 -0.09 0.23 0.17
H 3.11820 2.22397 0.11968 -0.30 -0.31 -0.20

=====

No. 6
14
Properties=species:S:1:pos:R:3:forces:R:3 method="wB97M-V/def2-TZVPD" lumo_energy_ev=0.9 e_above_lowest_kj_mol=185.6 spin_multiplicity=1 smiles="C=NCCC=C=O" homo_lumo_gap_ev=9.70 energy_ha=-324.65377 homo_ev=-8.835
C 1.60361 -1.04908 0.76762 -0.17 -0.12 -0.05
N 0.37432 -1.27734 0.58005 0.41 0.13 0.09
C -0.55545 -0.23728 0.97895 -0.11 0.14 0.05
C -1.37690 0.24805 -0.21943 -0.08 -0.03 0.06
C -0.56170 0.69555 -1.41387 0.19 0.06 -0.02
C 0.70840 1.02750 -1.38692 0.55 0.17 -0.01
O 1.84222 1.32225 -1.37831 -0.92 -0.23 0.00
H 2.34224 -1.78893 0.45682 -0.12 0.05 0.06
H 1.98568 -0.12211 1.22185 -0.10 -0.12 -0.05
H -0.04464 0.61402 1.46430 -0.01 -0.11 -0.11
H -1.24906 -0.66670 1.71178 0.10 0.09 -0.10
H -2.02288 1.06809 0.12227 0.07 -0.15 -0.05
H -2.03713 -0.56211 -0.54566 0.12 0.07 0.03
H -1.02374 0.73125 -2.39545 0.08 0.06 0.09

=====

No. 7
15
Properties=species:S:1:pos:R:3:forces:R:3 method="wB97M-V/def2-TZVPD" lumo_energy_ev="0.0 / 0.0" e_above_lowest_kj_mol=290.3 spin_multiplicity=1 homo_lumo_gap_ev="7.98 / 7.98" energy_ha=-399.85501 homo_ev="-7.969 / -7.969"
C -0.45456 -0.64976 0.47328 -0.99 0.78 -2.63
C 0.20442 1.82963 0.50811 0.05 0.06 -0.31
C 0.44725 0.44564 -0.03705 3.36 1.11 0.77
N -0.02108 -1.98585 0.52983 -0.16 0.09 -0.07
C -1.11056 -0.23356 -0.98400 -1.67 -2.03 2.13
C 1.63177 0.10623 -0.63977 -2.09 -1.35 -0.26
O -2.03247 0.52656 -1.16246 0.42 0.36 -0.12
O 2.30504 -0.49990 -1.38290 0.18 0.98 0.71
H -1.04355 -0.34434 1.33694 0.11 0.04 -0.16
H -0.08906 -2.44892 1.42690 0.43 -0.10 -0.71
H 0.52851 -2.31788 -0.25520 -0.09 -0.32 0.79
H -0.76821 -0.96012 -1.74116 0.48 0.30 -0.23
H 0.50621 1.88828 1.55152 0.04 0.04 0.09
H 0.75138 2.57246 -0.06793 0.01 0.11 0.06
H -0.85510 2.07152 0.44390 -0.07 -0.07 -0.09

=====

No. 8
15
Properties=species:S:1:pos:R:3:forces:R:3 method="wB97M-V/def2-TZVPD" lumo_energy_ev=0.6 e_above_lowest_kj_mol=303.5 spin_multiplicity=1 homo_lumo_gap_ev=10.10 energy_ha=-399.84996 homo_ev=-9.538
C 0.62925 -0.10738 -0.96370 0.40 0.14 2.81
C 0.10009 1.02391 -0.04827 0.38 2.91 -3.59
C -0.00387 0.61161 1.35916 1.79 -1.18 3.47
C -0.57172 -0.84528 1.15888 -1.28 1.88 -1.33
C -0.67642 -0.71030 -0.35521 -0.50 -0.59 -0.99
H 1.91442 -1.46716 -0.82316 0.78 1.08 0.50
H 0.46292 -0.03683 -2.05496 0.52 0.47 0.51
H 0.29888 2.05841 -0.31449 0.94 0.21 0.71
H -0.55660 1.35475 1.99354 0.25 -1.00 -0.59
H 1.00859 0.41527 1.85926 -1.10 0.67 -0.70
H -1.17124 -1.54760 -0.75555 -0.77 -0.94 -0.98
H -1.12084 0.76919 -1.69598 -0.55 0.48 2.56
N -1.22718 0.75523 -0.60380 -1.29 -2.86 -1.26
O 1.91921 -0.50870 -0.56451 -0.61 -2.34 -1.08
O -1.00550 -1.76510 1.80878 1.02 1.07 -0.03

=====

No. 9
15
Properties=species:S:1:pos:R:3:forces:R:3 method="wB97M-V/def2-TZVPD" lumo_energy_ev="0.4 / 0.4" e_above_lowest_kj_mol=746.1 spin_multiplicity=1 homo_lumo_gap_ev="8.01 / 8.01" energy_ha=-399.68139 homo_ev="-7.627 / -7.628"
C 0.29688 -1.16987 -0.48445 -3.35 2.09 0.76
C -1.33183 0.02229 0.13638 4.41 -2.21 -1.36
C 2.64091 -0.07949 -0.32836 -0.07 0.02 -0.60
C 1.18783 -0.07144 -0.13585 -0.05 0.11 -0.12
C -2.78143 -0.15026 0.26105 -0.17 0.63 0.09
N 0.54707 1.20163 -0.35908 0.72 0.05 -0.83
O -0.82221 1.19339 -0.00461 -1.24 -0.32 0.51
O 2.11027 -0.07494 0.97261 -0.12 -0.03 1.26
H 0.32102 -2.01453 0.19482 0.08 -0.10 0.21
H 3.12399 -0.99962 -0.63716 0.02 -0.05 -0.07
H 3.14190 0.83048 -0.64074 0.09 0.08 -0.05
H -3.00672 -0.61708 1.22121 0.05 -0.03 -0.02
H -3.11118 -0.83594 -0.51913 0.08 -0.02 0.00
H -3.31121 0.80137 0.17753 -0.09 -0.06 0.01
H 0.99471 1.96401 0.14578 -0.37 -0.16 0.21

=====

No. 10
15
Properties=species:S:1:pos:R:3:forces:R:3 method="wB97M-V/def2-TZVPD" lumo_energy_ev=0.7 e_above_lowest_kj_mol=287.0 spin_multiplicity=1 smiles="C=C[C@H]1CN(O)C1=O" homo_lumo_gap_ev=10.26 energy_ha=-399.85625 homo_ev=-9.537
C -0.93237 -2.15736 1.35945 -0.28 -0.33 0.71
C -0.10106 -1.13434 1.15354 -0.04 -0.63 -0.93
C -0.30002 -0.25298 -0.06415 -0.77 -0.12 0.62
C -0.16516 1.26824 0.18286 -0.13 0.54 0.37
N 0.49128 1.33199 -1.10604 0.61 -0.01 -0.35
O 1.43606 2.27067 -1.45796 0.20 0.25 0.24
C 0.71319 -0.01688 -1.22951 0.51 -1.04 -0.60
O 1.38054 -0.65733 -2.01020 -0.68 0.59 1.06
H -0.78500 -2.81076 2.27443 -0.42 0.73 -1.40
H -1.80138 -2.32098 0.65945 1.05 -0.04 1.00
H 0.75214 -0.98513 1.82601 -0.31 0.16 -0.35
H -1.28434 -0.48559 -0.51391 0.48 0.02 0.22
H -1.06720 1.88457 0.20998 0.02 -0.22 0.18
H 0.48269 1.50149 1.04935 -0.16 -0.10 -0.46
H 1.18065 2.56439 -2.33328 -0.09 0.20 -0.30

=====

No. 11
15
Properties=species:S:1:pos:R:3:forces:R:3 method="wB97M-V/def2-TZVPD" lumo_energy_ev=0.1 e_above_lowest_kj_mol=65.0 spin_multiplicity=1 smiles="CC(=O)C(=O)/C=C/N" homo_lumo_gap_ev=8.93 energy_ha=-399.94079 homo_ev=-8.784
C -0.29367 -2.54014 1.03395 -0.04 -0.21 -0.43
C -0.26594 -1.05580 0.81386 -0.55 0.63 0.26
O -0.51981 -0.26473 1.70226 0.20 -0.45 -0.41
C 0.06390 -0.59255 -0.63887 0.46 0.21 -0.22
O 0.23441 -1.48199 -1.45370 -0.15 -0.14 0.02
C 0.26422 0.80677 -1.00215 0.37 -0.67 -0.80
C 0.11409 1.83690 -0.16572 -0.44 0.80 1.15
N 0.37803 3.13944 -0.44580 -0.20 0.53 0.48
H -1.08621 -3.00875 0.39312 0.61 0.39 0.72
H 0.65784 -2.95480 0.67941 -0.21 -0.04 0.09
H -0.41739 -2.71149 2.10986 -0.17 -0.13 -0.42
H 0.65078 0.97925 -2.02543 -0.34 -0.25 0.62
H -0.26411 1.65062 0.85264 0.32 0.18 -0.63
H 0.64920 3.45165 -1.36869 -0.08 -0.19 0.26
H 0.15120 3.86009 0.24476 0.21 -0.67 -0.68

=====

No. 12
15
Properties=species:S:1:pos:R:3:forces:R:3 method="wB97M-V/def2-TZVPD" lumo_energy_ev="0.7 / -0.3" e_above_lowest_kj_mol=30.9 s2=2.018 spin_multiplicity=3 homo_lumo_gap_ev="7.67 / 9.21" energy_ha=-399.80711 homo_ev="-6.983 / -9.474"
C -1.68731 0.55851 -0.20517 -0.22 -0.53 0.77
C -2.16556 1.09325 0.89205 0.77 0.06 -0.80
C 1.48598 0.49083 -0.14436 0.59 0.73 0.41
C -0.70709 -0.12244 -1.13271 -0.10 4.40 1.01
C 0.58117 -0.54894 -0.45519 -1.58 -0.15 -1.02
N 0.66621 -1.78429 0.09387 -0.46 -0.29 -0.18
O 1.28907 1.67269 -0.34479 -0.20 0.18 -0.10
O 2.63079 0.03361 0.42225 0.74 -1.34 0.56
H -1.57865 1.60624 1.64762 0.40 -0.10 0.14
H -3.22201 1.17425 1.05695 -0.62 -0.01 -0.04
H -1.35498 -0.82689 -1.51805 -0.50 -2.31 -1.27
H -0.64302 0.74820 -1.89827 0.78 -1.80 0.79
H 0.21736 -2.64025 -0.15185 -1.00 0.29 -0.86
H 1.42126 -2.03414 0.64921 1.86 0.30 1.07
H 3.06676 0.57937 1.08845 -0.44 0.58 -0.47

=====

No. 13
16
Properties=species:S:1:pos:R:3:forces:R:3 method="wB97M-V/def2-TZVPD" lumo_energy_ev="-0.9 / -0.6" e_above_lowest_kj_mol=776.3 spin_multiplicity=1 homo_lumo_gap_ev="7.13 / 8.29" energy_ha=-797.84626 homo_ev="-8.078 / -8.849"
C -0.30590 -1.61096 -0.07224 1.64 -2.12 2.87
C -3.21231 -1.04805 0.08100 0.15 -0.97 -0.52
C 2.30812 0.60084 0.98176 0.20 -0.18 1.16
C -0.63568 0.72680 -0.97682 0.15 -3.03 1.71
C -0.73328 -0.83926 -1.07983 -1.30 2.70 -0.45
N 0.06692 -2.30808 0.79176 -0.28 0.64 -0.76
O 1.62784 0.94640 -0.19952 -1.26 -0.01 -1.37
O 0.15792 1.15754 0.08074 1.96 0.05 1.06
S -3.55408 0.41787 0.37905 -0.74 0.26 0.49
H -3.65060 -2.07078 0.14214 0.37 0.95 0.13
H 1.62189 -0.03535 1.58789 0.89 -0.08 -0.42
H 2.48769 1.51540 1.61186 0.22 -0.71 -0.64
H 3.31726 0.07317 0.67719 -2.20 1.03 0.55
H -1.59265 1.13164 -0.62577 -0.19 -0.01 -0.63
H -0.30100 1.06866 -1.88832 0.49 1.24 -2.13
H -1.39727 -1.37515 -1.72100 -0.12 0.25 -1.05

=====

No. 14
16
Properties=species:S:1:pos:R:3:forces:R:3 method="wB97M-V/def2-TZVPD" lumo_energy_ev=0.2 e_above_lowest_kj_mol=215.6 spin_multiplicity=1 smiles="Oc1ccc(O)[nH]1.C=S" homo_lumo_gap_ev=7.79 energy_ha=-798.05982 homo_ev=-7.543
O 0.67713 1.50692 -2.13385 -0.26 -0.69 -0.32
C 0.66592 0.82627 -0.95913 -0.63 4.58 1.15
C 0.47781 1.42400 0.30824 1.09 -2.77 -2.32
C 0.63455 0.38601 1.21288 0.67 -1.50 -0.84
C 0.91650 -0.73683 0.50120 -0.29 -0.59 -1.53
O 1.20259 -2.02371 0.76117 0.27 -0.49 1.02
N 0.94444 -0.44457 -0.85415 0.33 -0.15 2.24
H -0.19528 1.90875 -2.16159 -0.17 0.28 -0.47
H 0.04649 2.31773 0.50129 -0.67 2.86 0.38
H 0.69499 0.34836 2.23410 -0.28 0.42 2.40
H 1.43459 -2.08590 1.69615 -0.03 -0.24 -0.11
H 0.91557 -1.07714 -1.58381 0.19 -1.45 -1.50
C -1.99766 -0.68284 0.18607 -2.11 0.74 2.42
S -2.17062 0.68916 -0.58050 0.00 1.18 -0.60
H -1.77047 -1.53826 -0.32384 0.94 -2.30 -1.10
H -2.47653 -0.81795 1.19578 0.96 0.11 -0.82

=====

No. 15
16
Properties=species:S:1:pos:R:3:forces:R:3 method="wB97M-V/def2-TZVPD" lumo_energy_ev=0.8 e_above_lowest_kj_mol=437.2 spin_multiplicity=1 smiles="OC[C@@H]1C[C@]12OC=NO2" homo_lumo_gap_ev=9.88 energy_ha=-475.08248 homo_ev=-9.104
O -1.96200 1.09885 0.24842 1.71 1.33 -0.23
C -1.81245 0.08757 -0.70998 -0.59 -0.75 0.19
C -0.65215 -0.83183 -0.41735 0.27 -0.40 0.92
C -0.20308 -1.04394 1.05919 1.05 -0.20 -0.76
C 0.65322 -0.33403 0.05270 -0.15 -0.79 0.14
O 0.87166 1.05199 0.17674 0.50 0.05 -0.29
C 2.21822 1.15799 0.02144 -0.38 1.37 0.75
N 2.86602 0.12417 -0.24511 0.15 -1.01 -0.45
O 1.89430 -0.91296 -0.39243 -0.55 0.83 0.30
H -1.11289 1.60144 0.16501 -1.18 -0.11 0.55
H -1.65102 0.47628 -1.72837 -0.55 0.00 0.15
H -2.76207 -0.46227 -0.56997 0.50 -0.07 -0.85
H -0.57947 -1.70827 -1.03969 -0.09 -0.20 -0.16
H 0.20885 -2.02338 1.32842 -0.47 0.35 0.00
H -0.61837 -0.42131 1.83765 -0.26 -0.09 -0.05
H 2.64123 2.13972 0.21335 0.03 -0.30 -0.19

=====

No. 16
16
Properties=species:S:1:pos:R:3:forces:R:3 method="wB97M-V/def2-TZVPD" lumo_energy_ev=0.4 e_above_lowest_kj_mol=449.7 spin_multiplicity=1 homo_lumo_gap_ev=7.87 energy_ha=-475.07773 homo_ev=-7.460
C -2.66947 -0.26249 0.99610 -2.59 1.31 -1.53
N -1.29156 -0.04481 1.03172 3.42 4.57 0.76
C -0.28050 -0.45221 0.16036 -1.68 -0.66 -0.30
C 0.78998 0.28121 -0.13461 1.31 1.62 0.32
O 0.93842 1.54402 0.57872 -0.59 -3.93 1.06
C 1.91733 -0.14206 -1.04262 -2.93 -0.62 1.40
O 1.72520 -1.39215 -1.61572 0.28 2.06 -2.65
C 2.94506 0.58828 -1.37412 1.01 -0.58 0.69
O 4.00844 1.04372 -1.44776 0.32 0.85 -0.61
H -3.16832 -0.19499 1.93855 0.33 -0.13 1.20
H -3.35101 0.51471 0.42147 1.60 -1.35 0.20
H -2.86881 -1.24078 0.64208 -0.38 -0.98 -0.64
H -1.02005 1.00497 1.14680 -1.08 -2.34 0.52
H -0.47703 -1.40333 -0.29232 0.34 -0.40 -0.37
H 1.08137 2.18373 -0.05302 0.49 2.46 -2.21
H 1.72095 -2.02782 -0.95563 0.16 -1.88 2.16